Entry 1:
# C7H16FN2

An isolated ion of composition C7H16FN2 and charge +1 in a non-equilibrium geometry (wB97M-V/def2-TZVPD, OMol25).

The geometry in XYZ format:
```
26
Properties=species:S:1:pos:R:3:forces:R:3
C -3.759774 0.555146 0.254241 0.793 -1.117 -0.364
C -2.398118 0.203676 -0.527089 -0.565 0.848 -0.002
C -1.147358 0.540113 0.333214 -0.480 2.153 -1.761
N 0.064542 -0.180241 0.042074 1.292 -1.284 0.684
C 0.136114 -1.493759 0.726098 -1.871 -2.354 -4.216
C 0.872272 0.118169 -1.167387 -0.339 1.285 1.809
C 1.512182 0.688001 0.063890 -0.643 -1.502 -0.662
F 1.294584 1.942283 0.339633 -0.681 1.281 0.349
N 2.565524 0.114607 0.716091 -0.550 -1.051 -3.930
C 3.588744 -0.280396 -0.291487 1.845 -0.153 1.067
H -4.267002 1.413827 -0.172268 0.088 0.001 -0.186
H -4.505428 -0.262371 0.368976 0.737 0.335 -0.470
H -3.477460 0.811693 1.256147 0.002 0.285 0.673
H -2.428274 0.869126 -1.444065 0.425 -1.074 0.851
H -2.253002 -0.846254 -0.823230 -0.701 0.256 -0.072
H -0.835462 1.571470 0.202861 -0.559 0.444 -0.251
H -1.275710 0.502699 1.373648 -0.563 -0.643 1.488
H 0.791433 -1.454785 1.505318 1.674 -0.006 2.162
H -0.883496 -1.846691 1.010470 0.764 0.727 0.034
H 0.450646 -2.308399 -0.045831 -0.152 1.455 1.434
H 0.332596 0.728793 -1.842469 -0.340 1.202 -0.280
H 1.365786 -0.594772 -1.748381 0.322 -1.794 -0.198
H 2.668270 0.346464 1.647128 0.889 0.641 2.029
H 2.986052 -0.550522 -1.115948 0.382 -0.535 -0.903
H 4.288124 0.508489 -0.593155 -0.567 0.423 0.171
H 4.314216 -1.096374 -0.068485 -1.201 0.176 0.546
```
Forces are in eV/Å.

**LUMO energy**: -2.48 eV
**ΔE to the lowest compared entry with this formula, charge and spin**: 227.6 kJ/mol
**Max |F|**: 0.1007 Eh/bohr
**Structure (SMILES)**: CCC[N@@+]1(C)C[C@]1(F)NC
**Charge**: +1
**Frontier orbital gap**: 11.655 eV

=====

Entry 2:
# BF4H16O8

A 9-piece molecular cluster, BF4H16O8 overall in a non-equilibrium geometry (wB97M-V/def2-TZVPD, OMol25).

The geometry in XYZ format:
```
29
Properties=species:S:1:pos:R:3:forces:R:3
B -0.151593 -0.180815 -0.578272 -0.487 -1.444 0.646
F -0.470863 0.858375 -1.350442 -0.629 2.177 -2.171
F 1.021667 0.106455 0.056118 1.171 0.143 1.312
F -1.231963 -0.354935 0.292818 -0.421 -0.409 0.928
F 0.013807 -1.351615 -1.316632 0.079 -0.571 -0.475
O 0.533507 0.031275 3.170818 0.020 0.043 0.462
H 0.601837 0.071505 2.216908 0.058 0.066 -0.443
H 0.221327 -0.855285 3.351888 -0.081 -0.172 -0.013
O 1.993607 1.965145 -2.055262 0.732 0.182 -0.170
H 1.165207 1.534665 -1.843912 -0.554 -0.111 0.236
H 1.859247 2.327355 -2.931042 -0.055 0.157 -0.166
O 2.772417 -0.922405 -2.224632 0.527 -0.444 -0.284
H 2.939997 -0.010625 -2.462972 -0.066 0.399 0.124
H 1.857087 -0.932965 -1.944822 -0.298 -0.147 0.143
O -4.166543 0.055135 -1.155592 -0.271 0.088 -0.415
H -3.281853 -0.212995 -0.907272 0.366 -0.033 0.124
H -4.704783 -0.158115 -0.393332 -0.003 -0.023 0.334
O -3.515503 -0.281045 2.035938 -0.555 0.008 0.101
H -2.695523 -0.287045 1.542148 0.503 0.126 -0.258
H -3.427123 -1.004295 2.656698 0.018 -0.120 0.130
O -0.625043 -4.118665 -1.405982 -0.266 -0.580 -0.038
H -0.629943 -3.175545 -1.242482 0.093 0.526 -0.027
H 0.239527 -4.408245 -1.114602 0.186 0.015 0.028
O 3.426157 1.536965 1.937148 0.084 0.279 0.263
H 2.964177 1.440615 1.104368 -0.204 -0.132 -0.352
H 4.189947 0.965855 1.855348 0.105 -0.166 -0.039
O -0.494143 2.745905 1.073698 -0.140 0.394 0.193
H 0.435217 2.532505 1.157228 0.220 -0.080 0.039
H -0.839863 2.082845 0.476138 -0.129 -0.171 -0.210
```
Forces are in eV/Å.

**LUMO energy**: 2.87 eV
**ΔE to the lowest compared entry with this formula, charge and spin**: 33.6 kJ/mol
**Max |F|**: 0.0610 Eh/bohr
**Charge**: -1
**Frontier orbital gap**: 10.960 eV

=====

Entry 3:
# C2H2N2

A 2-piece molecular cluster, C2H2N2 overall in a non-equilibrium geometry (wB97M-V/def2-TZVPD, OMol25).

The geometry in XYZ format:
```
6
Properties=species:S:1:pos:R:3:forces:R:3
C 1.035619 -0.466592 0.248282 1.079 0.581 -1.105
C -0.008181 -0.806064 -0.514745 -1.435 1.536 1.737
N 2.052635 0.053806 0.641374 -2.008 -1.219 -0.450
N -1.598727 1.157907 0.167989 0.473 -1.560 -0.776
H -0.811132 -1.375652 -1.009469 1.319 0.162 0.232
H -0.670216 1.436594 0.466569 0.572 0.500 0.362
```
Forces are in eV/Å.

**LUMO energy (alpha / beta)**: -3.38 / -3.36 eV
**ΔE to the lowest compared entry with this formula, charge and spin**: 864.2 kJ/mol
**Max |F|**: 0.0530 Eh/bohr
**Charge**: 0
**Frontier orbital gap (alpha / beta)**: 6.104 / 6.094 eV

=====

Entry 4:
# C8H8OP2

C8H8OP2 as an isolated structure in a non-equilibrium geometry (wB97M-V/def2-TZVPD, OMol25).

The geometry in XYZ format:
```
19
Properties=species:S:1:pos:R:3:forces:R:3
C 0.098188 0.268931 2.263339 -1.563 0.094 0.476
C 1.158425 0.262708 1.468042 0.784 1.373 -1.311
C 0.433320 0.712435 0.283049 -0.125 0.039 1.799
C 0.863629 -0.043281 -0.828474 -0.430 1.045 -0.927
C -2.349744 0.431069 0.779187 -1.771 -0.516 0.125
C 2.331305 -0.537040 1.132897 -0.162 -1.693 -1.877
C 1.994867 -0.880482 -0.402320 2.283 -1.021 0.146
C -2.986214 0.792985 -0.534958 -0.115 0.304 -2.129
O -2.869333 -0.407423 1.477069 0.818 0.280 0.245
P 0.253542 0.176865 -2.381353 0.034 -0.495 -0.786
P -0.897149 1.526172 1.248870 0.511 -0.547 0.277
H 3.326636 -0.115704 1.107459 0.002 0.354 0.690
H 2.265080 -1.494453 1.646029 0.557 0.184 0.478
H 1.556031 -1.885202 -0.501513 0.766 -0.148 0.230
H 2.985653 -0.814808 -1.012635 -2.062 -0.128 0.685
H -2.783666 -0.108442 -1.320931 -0.850 2.262 1.830
H -4.084078 1.207153 -0.481608 1.935 -1.496 0.103
H -2.419531 1.689173 -0.865215 -0.228 -0.513 -0.544
H 1.123041 -0.780659 -3.076936 -0.384 0.623 0.490
```
Forces are in eV/Å.

**LUMO energy (alpha / beta)**: -1.42 / -1.36 eV
**ΔE to the lowest compared entry with this formula, charge and spin**: 49.8 kJ/mol
**Max |F|**: 0.0589 Eh/bohr
**Charge**: 0
**Frontier orbital gap (alpha / beta)**: 6.981 / 6.569 eV

=====

Entry 5:
# C24H25NO6P

A 4-piece molecular cluster, C24H25NO6P overall in a non-equilibrium geometry (wB97M-V/def2-TZVPD, OMol25).

The geometry in XYZ format:
```
57
Properties=species:S:1:pos:R:3:forces:R:3
C 2.231794 1.283277 1.328029 0.015 0.213 0.155
C 1.113641 2.002513 1.229254 -0.180 -0.262 -0.116
C 0.032086 1.690729 0.207792 -0.107 -0.652 0.475
N 0.557190 1.105282 -1.006672 -0.012 -0.105 -0.027
P -0.034989 1.832941 -2.361498 -0.880 0.278 0.194
C 0.423003 0.621518 -3.689555 0.233 -0.125 0.183
C 1.073224 3.281203 -2.761369 0.881 -0.151 -0.100
C 2.588830 2.964439 -2.792025 -0.304 0.360 0.054
H 3.155077 1.752430 1.655338 -0.125 -0.394 0.978
H 2.240773 0.243735 1.027274 0.398 0.268 -0.972
H 0.939719 2.814747 1.935291 0.347 0.618 -0.592
H -0.546395 2.618150 0.056420 -0.014 0.028 0.062
H -0.677098 0.990065 0.704617 -0.165 0.171 0.012
H 0.789150 -0.290737 -3.209958 0.028 0.067 0.059
H -0.481469 0.367125 -4.242648 0.123 0.035 -0.195
H 1.212294 0.975270 -4.358028 -0.132 0.057 -0.103
H 0.887831 4.007673 -1.964459 -0.188 -0.011 -0.058
H 0.779902 3.763103 -3.700510 -0.231 -0.108 0.032
H 3.086780 3.437192 -1.943762 0.061 -0.153 0.033
H 3.059256 3.380291 -3.684425 0.063 -0.171 -0.021
H 2.776635 1.890167 -2.733083 0.048 0.021 -0.010
C -1.702025 -1.350621 -1.132964 -0.021 -0.049 -0.110
C -1.446518 -1.659211 0.137386 0.012 -0.056 0.053
C -2.285933 -2.624241 0.877874 0.016 0.049 0.004
O -2.068018 -2.913571 2.041376 -0.024 -0.021 0.014
C -3.428353 -3.246246 0.158750 0.093 -0.082 0.027
C -3.686125 -2.941548 -1.109068 0.005 -0.001 0.020
C -2.841452 -1.969648 -1.856423 0.019 0.047 0.075
O -3.086460 -1.707858 -3.015803 -0.014 -0.042 -0.030
H -1.079974 -0.637940 -1.664353 0.031 0.077 0.057
H -0.617030 -1.213475 0.671947 0.021 0.009 -0.040
H -4.023090 -3.944389 0.735256 0.115 0.143 -0.149
H -4.512733 -3.379751 -1.655586 0.007 0.017 -0.022
C 8.191375 5.317493 -1.019843 -0.011 0.002 -0.025
C 7.365544 5.184406 -2.053344 0.010 0.016 0.013
C 6.305144 4.141978 -2.061463 -0.086 -0.094 0.126
O 5.550654 4.011139 -2.996190 0.203 0.105 -0.186
C 6.200314 3.260165 -0.868968 0.011 -0.033 0.031
C 7.027893 3.396898 0.164013 0.004 0.007 -0.020
C 8.087420 4.434177 0.170510 -0.031 -0.021 0.008
O 8.844491 4.563133 1.110445 0.028 0.008 0.003
H 8.972601 6.066659 -0.989976 0.008 -0.007 0.028
H 7.420894 5.816441 -2.930742 -0.023 -0.010 -0.011
H 5.415162 2.513866 -0.897890 -0.033 0.031 -0.021
H 6.969895 2.767223 1.042633 0.007 0.015 0.014
C -7.445626 -5.734915 2.759161 -0.021 -0.011 0.004
C -7.895835 -6.220605 3.912092 0.010 0.010 -0.020
C -7.217825 -5.909557 5.197770 0.020 0.013 -0.008
O -7.631161 -6.356730 6.246187 -0.017 -0.012 0.015
C -6.019693 -5.035375 5.147454 -0.001 0.003 -0.016
C -5.567373 -4.547947 3.995301 0.008 0.004 0.046
C -6.247210 -4.859790 2.712445 0.099 0.055 0.086
O -5.830953 -4.411320 1.667113 -0.314 -0.143 0.009
H -7.920804 -5.946834 1.809772 0.017 0.016 -0.013
H -8.767377 -6.859701 3.974936 0.003 -0.003 0.030
H -5.543060 -4.823459 6.095908 -0.014 -0.014 0.012
H -4.693990 -3.909960 3.928262 0.007 -0.011 -0.044
```
Forces are in eV/Å.

**LUMO energy**: -0.26 eV
**Max |F|**: 0.0211 Eh/bohr
**Charge**: -1
**Frontier orbital gap**: 2.043 eV

=====

Number 1: E_tot -13207.118 eV. Number 2: E_tot -28196.060 eV. Number 3: E_tot -5076.228 eV. Number 4: E_tot -29044.007 eV. Number 5: E_tot -48352.567 eV.